[1]
Molecular formula: C4H14F6FeNO9S2
Method: DFT, ωB97M-V with the def2-TZVPD basis set

```
37
Properties=species:S:1:pos:R:3
Fe 0.70297 -0.41811 0.48536
C -0.52796 0.12551 -3.37561
F 0.70718 0.62446 -3.24870
F -1.16332 0.74669 -4.35485
F -0.44443 -1.17666 -3.62341
S -1.46056 0.45915 -1.80676
O -1.00049 1.72863 -1.33796
O -2.82503 0.30568 -2.06299
N -0.81913 -0.71616 -0.79807
S -1.78916 -2.02303 -0.69394
O -2.34469 -2.43335 -1.91504
O -1.10293 -2.99674 0.10859
C -3.20761 -1.45684 0.38418
F -3.01204 -0.20094 0.79051
F -4.34375 -1.56125 -0.26009
F -3.22605 -2.24426 1.45946
O 1.72849 -2.27232 -0.04583
H 2.00865 -3.05241 0.44469
H 1.97922 -2.43802 -0.96217
O 2.46151 -0.08156 1.81288
H 2.87674 -0.82236 2.26901
H 3.09091 0.64695 1.85728
O -0.09764 -1.37010 2.21884
H 0.27909 -1.23688 3.09502
H -0.69100 -2.13350 2.27553
C -0.05740 1.97008 2.56005
O -0.12468 1.46274 1.20511
H -0.94122 1.64913 3.10721
H 0.82407 1.55627 3.04362
H 0.03188 3.05192 2.53975
H -0.56481 2.13102 0.66488
C 2.13800 2.39982 -0.89522
O 1.89935 0.98345 -0.74732
H 1.39978 2.82289 -1.57720
H 2.03126 2.87632 0.07379
H 3.12845 2.57165 -1.30908
H 2.45636 0.52214 -1.38154
```

## Properties
Total charge   +1
Energy   -96649.268 eV
Orbital gap (alpha / beta)   0.376 / 0.345 Ha
Relative energy (zero: lowest compared OMol25 entry of this formula, charge and spin)   0.00 kcal/mol
Multiplicity   5



[2]
Molecular formula: C4H14IN3SZr
Method: DFT, ωB97M-V with the def2-TZVPD basis set

```
24
Properties=species:S:1:pos:R:3
C 0.37473 -2.50367 -0.97918
C -0.42148 -2.27472 0.32867
H -0.30075 -2.92992 -1.73033
H 1.20797 -3.20029 -0.84742
H 0.77458 -1.60755 -1.61629
H -0.53905 -1.20741 0.75339
H -1.46522 -2.54733 0.13964
H -0.04347 -2.87588 1.16222
Zr 0.97479 -0.30406 -0.16061
C 1.85565 -0.60223 1.80577
H 1.37090 -1.38142 2.41256
H 1.79353 0.35197 2.35469
H 2.92374 -0.85877 1.72593
I 3.13049 -0.28476 -1.77736
N -1.23564 0.42944 -0.61271
N -1.57284 1.71968 -0.07491
C -0.59725 2.66673 -0.11720
N -1.03780 3.94358 -0.18440
S 1.05759 2.30730 -0.03898
H -1.98958 -0.21522 -0.33944
H -1.36470 0.44331 -1.63651
H -2.51819 2.04163 -0.32074
H -0.37624 4.70488 -0.27482
H -2.00175 4.18471 0.02802
```

## Properties
Total charge   +2
Energy   -29045.478 eV
Orbital gap   0.299 Ha
Relative energy (zero: lowest compared OMol25 entry of this formula, charge and spin)   0.00 kcal/mol



Q: Among the records above, which one has the lowest total charge?
A: C4H14F6FeNO9S2